Here is an isolated molecule of C13H26N2O2 from the Open Molecules 2025 dataset. Energies are from ωB97M-V/def2-TZVPD.

charge: 0
frontier orbital gap: 9.67 eV
ΔE to the lowest compared entry with this formula, charge and spin: 152.8 kJ/mol
E: -770.94703 Eh

Each line ends with the Mulliken charge.
Geometry (Å):
1 O -2.3734 -0.8899 -1.5270  -0.679
2 O 4.9785 0.8039 -0.3687  -0.394
3 N -1.5689 -1.1717 0.5583  -0.039
4 N 2.4541 -0.4027 0.1271  0.261
5 C 4.4047 -0.0953 -1.2880  -0.792
6 C 3.5009 -1.1113 -0.5900  -0.492
7 C 3.0626 0.5006 1.0887  -0.621
8 C -2.2506 -0.4837 -0.3913  -0.079
9 C 0.6040 -1.9680 -0.3151  -0.523
10 C -0.7816 -2.3382 0.2254  -1.322
11 C 1.4852 -1.2931 0.7395  -0.900
12 C -2.8540 0.8313 0.0887  0.701
13 C -0.6173 2.0426 -0.0518  -0.885
14 C -4.3287 0.8860 -0.3210  -0.728
15 C -5.1606 -0.1471 0.4291  -1.220
16 C 3.9719 1.4791 0.3460  -0.632
17 C -2.0588 1.9817 -0.5455  -0.864
18 H -5.1066 0.0198 1.5038  0.289
19 H -2.5602 2.9248 -0.3144  0.413
20 H 3.6578 -0.0474 1.8416  0.313
21 H 4.4829 2.1406 1.0478  0.370
22 H 3.3600 2.0778 -0.3454  0.314
23 H -2.0694 1.8507 -1.6289  0.310
24 H -0.0673 1.1483 -0.3336  0.020
25 H -4.7981 -1.1502 0.2165  0.286
26 H -1.3299 -2.8771 -0.5510  0.378
27 H -6.2029 -0.0876 0.1256  0.400
28 H -2.7801 0.9014 1.1797  0.306
29 H -4.7215 1.8864 -0.1258  0.411
30 H -0.5868 2.1445 1.0324  0.282
31 H -0.6957 -2.9697 1.1129  0.499
32 H -1.4079 -0.7372 1.4518  0.325
33 H -0.1094 2.9012 -0.4850  0.459
34 H 0.8603 -0.6720 1.3871  0.385
35 H -4.3927 0.6953 -1.3934  0.306
36 H 1.9703 -2.0561 1.3751  0.446
37 H 3.8107 0.4595 -2.0298  0.347
38 H 1.0824 -2.8719 -0.6925  0.456
39 H 3.0467 -1.7604 -1.3388  0.396
40 H 2.2752 1.0587 1.6005  0.381
41 H 0.4697 -1.2792 -1.1504  0.401
42 H 5.2357 -0.5963 -1.7871  0.367
43 H 4.1088 -1.7282 0.0969  0.344

Cartesian forces, eV/Å:
0.0 -0.1 -0.5
0.2 0.0 0.0
0.2 -0.1 0.3
0.1 0.0 0.2
-0.1 -0.4 -0.1
0.1 0.3 -0.2
0.2 0.2 -0.2
-0.1 0.3 0.7
-0.1 0.0 0.3
0.2 -0.1 -0.3
-0.1 0.0 -0.3
-0.2 0.2 -0.6
-0.2 0.1 -0.2
0.1 -0.2 0.2
0.0 0.2 -0.2
-0.2 0.1 0.3
0.1 -0.1 0.2
0.0 0.0 0.1
-0.1 0.0 0.0
0.0 0.0 0.0
-0.1 0.0 0.0
0.0 0.0 0.1
-0.1 0.0 0.0
0.2 -0.1 0.0
0.0 -0.2 0.0
0.1 0.0 0.2
-0.1 -0.1 0.0
0.0 0.0 0.0
0.1 0.0 0.0
0.1 0.0 0.1
-0.1 0.0 0.0
-0.2 0.1 -0.1
0.1 0.0 0.0
0.0 0.0 0.0
0.0 0.1 0.0
0.0 0.1 0.0
0.1 -0.1 0.0
0.0 0.0 -0.1
0.0 -0.1 0.0
0.0 0.0 0.0
0.0 0.0 -0.1
-0.1 0.0 0.0
0.0 0.0 0.0



Here is a cluster of 2 separate species, C6H11N5O in total in a non-equilibrium geometry from the Open Molecules 2025 dataset. Energies are from ωB97M-V/def2-TZVPD.

charge: 0
frontier orbital gap: 8.16 eV
ΔE to the lowest compared entry with this formula, charge and spin: 304.3 kJ/mol
E: -584.08189 Eh

Each line ends with the Mulliken charge.
Geometry (Å):
1 O 0.9715 2.8551 -0.4123  -0.633
2 N 2.8593 0.3243 1.1936  -0.728
3 N 2.1499 -1.0252 -1.0236  -0.934
4 N 1.2571 -0.4414 -0.2658  0.825
5 N 1.6050 0.2168 0.8083  0.039
6 N -0.3102 0.9822 -0.6757  -0.122
7 C 3.4158 -0.9594 -0.6852  0.030
8 C 3.7813 -0.2609 0.4599  -0.108
9 C 0.3916 1.8984 0.0559  0.081
10 C -3.3703 -1.0181 0.4515  -1.232
11 C -1.0793 -0.1052 -0.1055  -0.557
12 C -2.5796 0.1528 -0.1218  -0.174
13 H -3.1978 -1.9394 -0.1242  0.310
14 H -0.8782 -1.0354 -0.6408  0.307
15 H -0.3436 1.1548 -1.6582  0.175
16 H -4.4449 -0.8181 0.4376  0.371
17 H -2.7869 1.0748 0.4493  0.261
18 H -2.9026 0.3446 -1.1582  0.290
19 H -3.0878 -1.2181 1.4907  0.322
20 H 4.1309 -1.4593 -1.3344  0.402
21 H -0.7411 -0.2459 0.9347  0.299
22 H 4.8054 -0.1667 0.7908  0.397
23 H 0.3545 1.6893 1.1335  0.379

Cartesian forces, eV/Å:
0.4 -0.1 -0.3
-0.3 0.0 0.1
0.0 -0.5 -0.4
2.6 -2.0 0.8
1.8 -1.9 0.4
-1.4 1.7 0.3
0.6 0.4 0.2
0.2 -0.2 -0.4
-2.1 1.1 0.2
0.0 -0.2 0.0
-0.9 0.4 0.2
-0.3 0.4 0.0
0.0 0.2 0.1
0.1 0.1 0.0
0.0 0.0 -0.5
0.1 0.0 0.0
0.0 -0.3 -0.2
0.1 0.0 0.3
0.0 0.0 -0.1
-0.1 0.1 0.1
-0.2 0.0 -0.4
0.0 0.0 0.0
-0.6 0.8 -0.3



Here is a cluster of 6 separate species, C32H77N2O5P2 in total in a non-equilibrium geometry from the Open Molecules 2025 dataset. Energies are from ωB97M-V/def2-TZVPD.

charge: -1
frontier orbital gap: 7.30 eV
E: -2433.98610 Eh

Each line ends with the Mulliken charge.
Geometry (Å):
1 P -1.0102 2.9722 0.7637  -0.381
2 P 0.9565 2.3940 0.0300  0.841
3 O -4.0252 2.5488 -0.2659  -0.664
4 O 1.4466 3.5608 -0.8696  -0.606
5 O 0.9827 1.0016 -0.9457  -0.393
6 O -3.2801 0.6202 -1.2965  -0.675
7 O 2.1066 2.1526 1.2783  -0.565
8 N -1.3383 0.2210 0.8851  -0.195
9 N -2.8620 1.6425 2.2986  -0.538
10 C -1.7616 -1.3483 -8.7730  -1.111
11 C -2.7649 -0.4179 -8.1051  -0.350
12 C 1.2689 -2.5130 -3.1348  -0.304
13 C 2.2908 8.4448 0.1110  -0.745
14 C 5.2674 9.3780 -0.1957  -1.193
15 C -3.2372 1.5500 -0.2712  0.028
16 C -1.9909 -0.6428 -5.0821  0.562
17 C 3.2214 8.1322 -1.0651  -0.708
18 C -3.4688 -8.3644 2.8376  -0.369
19 C -2.4605 -9.0810 3.7248  -1.191
20 C -2.1780 1.4436 0.9593  0.727
21 C 4.7092 8.0608 -0.7165  -0.338
22 C 0.2739 -3.1702 -0.2381  -0.196
23 C 1.3984 -3.9009 -0.9572  -0.462
24 C 0.2314 2.7659 5.5719  -0.547
25 C -0.7852 1.8643 4.8859  -0.977
26 C 2.3800 7.4695 1.2860  -0.479
27 C -3.1339 0.0887 -4.3916  -1.458
28 C 2.1306 -3.0236 -1.9749  -1.059
29 C 2.6870 1.6763 8.2093  -1.188
30 C 1.5681 -4.5280 -4.6661  -1.409
31 C -2.9526 -8.1131 1.4196  -0.767
32 C 1.8379 0.7519 7.3476  -0.449
33 C -2.9711 -4.9842 1.2568  -1.293
34 C -1.7228 -7.2042 1.3252  -0.666
35 C -1.2541 0.2203 -6.1083  -0.760
36 C 1.6800 2.3441 5.3182  -0.259
37 C 1.9806 6.0473 0.9154  -0.903
38 C 0.5847 -3.6012 -3.9641  0.082
39 C 2.0570 0.9565 5.8475  -0.726
40 C -1.8937 -5.8141 1.9405  -0.257
41 C -2.1046 0.6958 -7.2904  -0.804
42 H -1.4558 -7.0943 0.2684  0.323
43 H 1.1294 0.1977 -0.3843  0.261
44 H -2.8837 1.3752 -6.9289  0.314
45 H -1.4691 1.2927 -7.9545  0.402
46 H 1.8725 2.3654 4.2391  0.002
47 H -3.7700 -7.4234 3.3077  0.250
48 H 3.1118 0.7737 5.6144  0.413
49 H -0.8441 1.1016 -5.6022  0.419
50 H -0.7288 0.8366 5.2548  0.360
51 H 3.0732 8.8988 -1.8352  0.392
52 H -3.9566 -5.4476 1.3469  0.419
53 H -0.8679 -7.6965 1.8018  0.342
54 H -2.1838 -10.0482 3.2956  0.289
55 H -4.3743 -8.9774 2.7722  0.374
56 H -2.8902 -9.2616 4.7138  0.375
57 H 0.0257 2.8025 6.6463  0.299
58 H -2.7689 0.9789 -3.8742  0.301
59 H 0.0991 3.7876 5.2000  0.393
60 H -0.0943 -4.1904 -3.3404  0.255
61 H -0.9408 -5.2797 1.8606  0.215
62 H 2.5163 1.4673 9.2690  0.375
63 H -1.7880 -0.5441 0.3633  0.091
64 H -2.6010 0.8275 2.8796  0.246
65 H 0.5024 -1.8328 -2.7479  0.017
66 H 1.7131 7.8225 2.0816  0.351
67 H -3.9076 0.3933 -5.1016  0.333
68 H 2.1242 -4.2461 -0.2124  0.417
69 H -3.0292 -3.9925 1.7132  0.345
70 H 2.4942 9.4573 0.4785  0.331
71 H -1.7976 2.2288 5.0753  0.412
72 H 0.9570 6.0175 0.5331  0.300
73 H -3.3843 0.0420 -8.8839  0.385
74 H -2.2841 -2.1041 -9.3665  0.369
75 H 1.0041 -4.8007 -1.4396  0.227
76 H -2.7466 -4.8543 0.1945  0.268
77 H 5.1370 10.1742 -0.9343  0.285
78 H 2.9215 7.1850 -1.5248  0.309
79 H -3.8854 1.6463 2.1236  0.274
80 H 2.0905 -0.2850 7.5970  0.368
81 H -3.4457 -1.0009 -7.4781  0.241
82 H -3.7648 -7.6906 0.8188  0.315
83 H -0.0397 -3.1174 -4.7234  0.021
84 H 1.9016 -1.9091 -3.7941  0.519
85 H 3.3888 7.4696 1.7107  0.269
86 H 6.3372 9.2794 0.0086  0.375
87 H -1.1004 -0.7913 -9.4430  0.287
88 H 2.1881 -5.0759 -3.9520  0.307
89 H 2.3471 3.0944 5.7554  0.336
90 H -0.7718 3.5042 2.0956  0.050
91 H 1.0288 -5.2645 -5.2684  0.420
92 H 2.0309 5.3996 1.7955  0.264
93 H -0.5041 -2.8423 -0.9313  0.230
94 H -1.5514 -8.4912 3.8627  0.290
95 H 4.8932 7.2678 0.0145  0.255
96 H -0.9706 -0.0746 1.7979  0.200
97 H 0.7818 0.8788 7.6029  0.246
98 H 0.6576 -2.2934 0.2922  0.224
99 H 3.7513 1.5310 8.0041  0.291
100 H -2.3684 -1.5577 -5.5517  0.280
101 H -2.1119 -5.8909 3.0100  0.322
102 H 2.6428 5.6252 0.1576  0.243
103 H 2.4430 2.7272 8.0368  0.281
104 H 1.2603 8.4608 -0.2599  0.361
105 H -2.7064 -9.0754 0.9552  0.389
106 H 2.9838 -3.5835 -2.3731  0.364
107 H 1.6297 1.7092 2.0213  0.360
108 H -3.6033 -0.5616 -3.6503  0.403
109 H 5.2624 7.7794 -1.6191  0.363
110 H 4.7809 9.6848 0.7330  0.281
111 H 2.2262 -3.9638 -5.3329  0.307
112 H -0.3891 -0.3386 -6.4832  0.300
113 H 2.5575 -2.1573 -1.4557  0.378
114 H -0.1945 -3.8305 0.4961  -0.297
115 H -1.2715 -0.9637 -4.3206  -0.335
116 H 1.4916 0.1923 5.3029  0.310
117 H -0.6294 1.8527 3.8039  -0.018
118 H -1.1459 -1.8729 -8.0386  0.215

Cartesian forces, eV/Å:
-1.2 0.4 -0.2
3.1 1.7 -3.0
2.2 -2.0 1.2
-1.3 -3.2 2.6
0.3 1.0 2.5
1.3 3.0 5.2
-2.2 -0.6 -0.7
-0.5 0.1 0.1
-0.3 -0.8 -1.2
-0.1 -0.2 0.0
0.1 0.1 -0.1
-0.2 0.0 0.1
0.1 0.1 0.1
0.2 -0.1 0.1
-2.2 -1.2 -4.4
0.0 0.2 0.0
-0.1 -0.2 0.0
0.0 -0.1 -0.1
-0.1 0.0 0.2
0.5 -0.5 0.2
-0.1 0.1 -0.1
-0.1 -0.1 0.0
0.2 0.1 0.0
0.1 0.0 -0.1
-0.1 0.0 0.2
-0.2 0.0 0.0
0.0 -0.1 0.0
0.0 -0.1 -0.1
-0.1 0.0 0.2
-0.1 -0.2 0.0
-0.1 0.1 -0.1
0.1 -0.1 -0.1
0.0 0.1 0.1
0.1 -0.1 0.1
0.1 -0.1 0.0
0.0 0.1 0.1
0.1 0.1 0.1
0.1 0.1 -0.1
-0.1 0.0 -0.1
0.0 0.0 -0.1
-0.1 0.0 0.1
0.0 0.0 0.0
-0.5 0.9 -0.6
0.1 0.0 0.0
0.0 0.0 0.0
0.0 0.1 0.1
0.0 0.0 -0.1
0.0 0.0 0.0
0.0 -0.1 0.0
0.0 0.0 0.0
0.0 0.0 0.0
0.0 0.0 0.0
0.0 0.0 0.0
0.0 0.1 0.0
0.0 0.1 0.0
0.1 0.0 0.0
0.1 0.0 0.0
-0.1 -0.1 0.1
0.0 -0.1 0.1
0.0 0.0 0.0
-0.1 -0.1 0.1
0.1 0.1 0.0
0.0 0.6 0.3
-0.5 0.6 -0.5
0.1 0.0 0.0
0.1 0.1 0.0
0.0 0.0 0.0
0.0 0.0 -0.1
-0.1 0.0 -0.1
0.0 0.0 -0.1
0.0 -0.1 -0.2
0.1 -0.1 -0.1
0.0 0.0 0.1
0.1 0.0 0.0
0.0 0.0 0.0
-0.1 0.0 0.0
0.0 0.0 0.1
0.0 0.1 0.1
0.9 0.0 0.2
-0.1 0.1 0.0
0.0 0.1 0.0
0.1 0.0 0.0
0.0 0.0 0.1
0.0 0.0 0.0
0.0 0.1 0.0
0.0 0.1 0.0
0.0 0.0 0.1
0.0 0.0 -0.1
0.0 0.0 -0.1
0.2 -0.9 -0.6
0.1 0.0 0.0
0.0 0.0 -0.1
0.0 0.1 0.1
0.0 -0.1 0.0
-0.1 0.0 0.0
-0.5 0.1 -0.5
0.0 0.0 -0.1
-0.1 0.0 0.0
0.0 0.1 0.0
0.1 0.0 -0.1
0.0 0.0 0.0
-0.2 -0.1 0.0
0.0 0.0 0.0
0.0 0.0 0.0
0.0 0.0 0.0
0.0 0.0 0.0
0.5 0.5 -0.7
0.0 0.3 0.1
0.0 0.0 0.1
0.0 0.0 -0.1
0.0 0.0 0.1
0.0 0.0 0.0
0.0 0.0 0.0
0.0 0.1 0.0
0.0 0.0 -0.1
0.0 0.0 0.0
-0.1 0.0 0.1
0.0 0.0 0.0



Here is a cluster of 2 separate species, C4H7ClN2 in total in a non-equilibrium geometry from the Open Molecules 2025 dataset. Energies are from ωB97M-V/def2-TZVPD.

charge: 0
frontier orbital gap (alpha / beta): 11.33 / 5.94 eV
ΔE to the lowest compared entry with this formula, charge and spin: 516.0 kJ/mol
E: -726.14401 Eh

Each line ends with the Mulliken charge.
Geometry (Å):
1 Cl 2.2045 2.0401 0.7724  -0.194
2 N -0.6376 0.0039 1.7712  -0.391
3 N -0.2363 1.2374 -0.2871  -0.286
4 C 1.6752 0.7554 -1.6738  -1.173
5 C -0.2968 0.6463 0.8800  0.494
6 C 1.0852 1.6326 -0.6283  0.247
7 C -2.5520 -2.5815 1.5466  -0.812
8 H -3.2143 -3.2381 2.1225  0.281
9 H -1.6459 -2.9322 1.1157  0.265
10 H -2.6967 -1.5569 1.7338  0.267
11 H 0.9907 2.5552 -1.1852  0.297
12 H 2.0418 -0.2251 -1.3115  0.305
13 H 2.3987 1.1399 -2.3847  0.382
14 H 0.8836 0.5231 -2.4717  0.318

Cartesian forces, eV/Å:
-0.5 -0.5 -0.7
-0.2 -1.0 2.2
0.8 -0.5 1.2
-0.6 -2.8 -2.2
-0.8 0.9 -2.4
0.8 1.9 -0.8
-0.9 -0.9 0.8
0.4 0.0 -0.5
0.4 -0.3 -0.3
0.0 1.1 -0.1
-0.2 0.7 0.4
-0.2 0.5 0.0
0.7 0.8 0.8
0.4 0.1 1.5



Here is a cluster of 2 separate species, CH2F2N2O in total in a non-equilibrium geometry from the Open Molecules 2025 dataset. Energies are from ωB97M-V/def2-TZVPD.

charge: 0
frontier orbital gap: 10.07 eV
ΔE to the lowest compared entry with this formula, charge and spin: 0.9 kJ/mol
E: -423.72030 Eh

Each line ends with the Mulliken charge.
Geometry (Å):
1 F 1.4288 0.8699 1.1319  -0.213
2 F 1.9645 -0.3408 -0.5611  -0.212
3 O 0.4470 1.2754 -0.8326  -0.579
4 N -0.2414 -0.9780 0.5945  -0.480
5 N -1.2521 -0.5912 0.0912  0.168
6 C 1.0695 0.5472 -0.1174  0.830
7 H -1.2504 0.2756 -0.5245  0.258
8 H -2.1660 -1.0580 0.2180  0.228

Cartesian forces, eV/Å:
-0.1 0.1 -0.2
-0.2 0.2 -0.1
-0.4 -0.6 0.3
1.1 0.1 0.2
-1.4 0.8 -0.9
0.7 -0.2 0.4
0.0 -0.4 0.3
0.2 0.0 0.0



Here is an isolated molecule of C13H16N4O2 in a non-equilibrium geometry from the Open Molecules 2025 dataset. Energies are from ωB97M-V/def2-TZVPD.

charge: 0
frontier orbital gap: 9.15 eV
ΔE to the lowest compared entry with this formula, charge and spin: 1042.0 kJ/mol
E: -874.06477 Eh

Each line ends with the Mulliken charge.
Geometry (Å):
1 O -2.1344 -1.0518 -0.9410  -0.529
2 O 3.4054 2.0750 -0.1300  -0.390
3 N -2.2409 -0.2789 1.3062  -0.249
4 N -5.6274 -1.8667 1.2602  -0.321
5 N -5.6778 -0.7662 2.0638  -0.418
6 N -3.6656 -0.5550 1.5318  0.084
7 C -1.6558 -0.5743 0.0343  0.289
8 C -4.6339 0.0916 1.9558  0.108
9 C -0.2820 0.1774 -0.0640  0.826
10 C 0.2538 0.4396 -1.3163  -0.947
11 C 4.1814 2.1214 -1.2795  -0.368
12 C 2.3273 1.3222 -0.1007  0.941
13 C 1.7388 0.8411 0.9553  -1.045
14 C 1.6743 0.9706 -1.1470  0.399
15 C 4.4024 -0.3483 -2.0343  -0.527
16 C 5.5552 -1.4826 -2.2726  -1.251
17 C -4.1951 -1.7955 1.0477  -0.170
18 C 0.3956 0.4808 1.2170  -0.717
19 C 5.0555 0.8645 -1.6174  -0.463
20 H 3.8225 -0.5873 -1.4239  0.713
21 H 3.9644 -0.1875 -3.1036  0.163
22 H -1.9236 0.3276 1.9517  0.258
23 H 6.1600 -1.6073 -1.4109  0.390
24 H -0.0014 0.4257 2.1997  0.376
25 H -3.7481 -2.6793 0.3687  0.324
26 H 6.3054 -0.9854 -3.0555  0.252
27 H 5.7702 0.7195 -0.5900  0.224
28 H -0.3723 0.1247 -2.3737  0.213
29 H -4.3538 0.8366 2.5256  0.367
30 H 3.5529 2.1776 -2.2703  0.196
31 H 6.0402 1.2787 -2.2624  0.333
32 H 1.8457 1.0982 -2.3020  0.026
33 H 4.8075 3.1439 -0.9532  0.248
34 H 2.3240 1.2380 1.7918  0.315
35 H 5.0595 -2.3785 -2.7012  0.351

Cartesian forces, eV/Å:
-1.1 -1.2 0.2
0.9 -0.2 1.7
-4.5 -3.5 -3.2
7.9 2.6 1.8
-3.5 3.2 -0.5
6.7 -8.3 -6.4
1.9 4.1 0.8
-5.7 -2.5 1.7
-1.8 -1.2 2.4
1.6 -0.6 1.3
1.7 1.9 -2.2
1.1 0.3 -2.3
-2.1 1.2 8.7
-6.8 -1.9 -11.9
10.0 1.4 -12.1
-0.9 2.6 -2.6
-2.6 -2.6 -2.2
2.3 -0.3 -5.4
5.9 4.4 3.5
-9.4 -4.2 9.1
0.2 -0.3 2.0
1.6 2.3 2.1
0.2 -0.6 1.0
0.0 -0.4 0.5
-0.3 2.8 1.9
-1.7 -1.3 1.4
-2.1 -0.2 -2.2
2.4 1.1 3.4
-0.2 4.4 3.0
0.8 1.0 2.0
-3.0 -1.1 0.9
1.2 0.4 2.5
-1.2 -2.8 -1.9
-0.3 -0.7 0.9
0.8 0.4 0.5